Entry 1:
Entry from the OMol25 dataset: C4H10N2 as an isolated structure (ωB97M-V with the def2-TZVPD basis set).

Last column: Löwdin charge in e.
Element x y z (Å)
C: 0.990 1.101 -0.307  -0.19
C: 0.082 0.001 0.187  -0.26
C: -2.406 -0.210 0.160  -0.11
C: -1.079 -0.653 -0.432  -0.25
N: 1.519 -0.169 -0.277  -0.19
N: 2.702 -0.591 0.345  0.05
H: 0.810 1.531 -1.357  0.12
H: 1.386 1.844 0.433  0.11
H: -0.084 0.078 1.558  0.21
H: -3.209 -0.633 -0.399  0.06
H: -2.510 0.856 0.260  0.07
H: -2.646 -0.478 1.149  0.05
H: -0.977 -0.379 -1.466  0.11
H: -1.056 -1.742 -0.361  0.12
H: 3.126 0.160 0.857  0.06
H: 3.351 -0.715 -0.351  0.04

Output
* energy relative to the best compared isomer or geometry (same formula, charge and spin): 4.029 eV
* E_HOMO: -0.320 Eh
* 2S+1: 1
* LUMO level: 1.177 eV

Entry 2:
Entry from the OMol25 dataset: an isolated ion of composition C5H9N and charge -1 (ωB97M-V with the def2-TZVPD basis set).

Last column: Mulliken spin population.
Element x y z (Å)
C: -1.740 -1.387 1.757  -0.05
N: -1.039 -0.149 1.368  0.02
C: -0.145 -0.267 0.256  0.60
C: 0.423 0.892 -0.296  0.53
C: 1.694 1.070 -0.970  -0.20
C: 2.028 0.679 -2.214  -0.04
H: -2.690 -1.418 1.218  0.02
H: -1.054 -2.104 1.322  0.04
H: -2.007 -1.475 2.816  -0.01
H: -1.518 0.747 1.374  0.06
H: -0.206 -1.173 -0.366  0.08
H: -0.367 1.699 -0.314  0.02
H: 2.427 1.752 -0.488  0.04
H: 2.882 1.091 -2.744  -0.11
H: 1.311 0.043 -2.718  -0.01

Output
* total charge: -1
* energy relative to the best compared isomer or geometry (same formula, charge and spin): 2.016 eV
* E_HOMO (spin up / spin down): 0.029 / -0.057 Eh
* 2S+1: 2
* LUMO level (spin up / spin down): 4.333 / 4.243 eV

Entry 3:
Entry from the OMol25 dataset: C22H37ClP2Pd as an isolated structure (ωB97M-V with the def2-TZVPD basis set).

Last column: Mulliken spin population.
Element x y z (Å)
P: -0.127 -2.134 -2.655  0.12
P: 0.233 2.000 -2.539  0.09
C: -0.380 -0.728 -3.837  0.00
C: 0.458 0.605 -3.797  0.00
H: -1.465 -0.525 -3.912  0.00
H: -0.116 -1.203 -4.799  0.00
H: 1.538 0.366 -3.843  0.00
H: 0.226 1.130 -4.739  0.00
C: -1.301 2.747 -3.146  0.00
H: -1.658 3.515 -2.443  0.01
H: -2.086 1.991 -3.302  -0.01
H: -1.028 3.214 -4.112  0.00
C: 1.532 3.157 -2.951  0.01
H: 1.218 3.631 -3.891  0.00
H: 2.485 2.634 -3.102  0.00
H: 1.644 3.927 -2.177  0.00
C: -1.329 -3.352 -3.200  0.02
H: -1.348 -4.165 -2.461  0.00
H: -1.017 -3.739 -4.179  0.00
H: -2.322 -2.888 -3.277  0.00
C: 1.497 -2.773 -3.087  -0.01
H: 2.261 -1.982 -3.115  -0.01
H: 1.430 -3.251 -4.073  0.01
H: 1.782 -3.523 -2.337  0.01
Pd: 0.830 -0.258 3.692  0.92
C: 0.079 1.879 -0.768  0.09
C: -1.288 1.409 -0.520  0.55
C: -1.732 0.194 -1.132  0.20
C: -1.602 -1.121 -0.344  0.25
C: -0.454 -1.999 -0.867  -0.03
C: 0.925 -1.604 -0.624  0.70
C: 1.496 -0.301 -0.977  0.06
C: 1.217 0.987 -0.162  0.29
C: 0.582 -2.209 3.486  0.31
H: 0.189 2.911 -0.390  -0.01
H: -1.938 1.936 0.197  -0.11
H: -1.101 0.078 -2.029  -0.08
H: -2.769 0.284 -1.506  0.03
H: -1.424 -0.938 0.728  -0.03
H: -2.548 -1.682 -0.448  0.00
H: -0.672 -3.031 -0.549  0.00
H: 1.485 -2.241 0.098  -0.11
H: 1.176 -0.096 -2.015  -0.01
H: 2.601 -0.404 -1.098  0.00
H: 0.997 0.742 0.888  -0.05
H: 2.157 1.573 -0.168  0.01
H: 1.208 -2.658 4.287  0.04
H: 0.885 -2.543 2.472  0.02
H: -0.498 -2.386 3.675  -0.01
Cl: 1.777 2.655 4.078  0.02
C: 0.885 1.419 4.948  0.30
C: 1.289 1.130 6.280  -0.11
C: 0.426 0.474 7.140  0.17
C: -0.901 0.187 6.751  -0.07
C: -1.364 0.509 5.500  0.12
C: -0.492 1.107 4.542  -0.18
C: -0.700 1.093 3.126  0.50
H: 2.281 1.452 6.578  -0.01
H: 0.751 0.210 8.141  0.01
H: -1.573 -0.275 7.485  0.00
H: -2.397 0.309 5.189  0.01
H: -1.603 0.621 2.736  0.01
H: -0.306 1.932 2.555  -0.05

Output
* total charge: +2
* energy relative to the best compared isomer or geometry (same formula, charge and spin): 0.000 eV
* E_HOMO (spin up / spin down): -0.391 / -0.469 Eh
* 2S+1: 5
* LUMO level (spin up / spin down): -5.057 / -6.704 eV

Entry 4:
Entry from the OMol25 dataset: C3H2FO2V as an isolated structure (ωB97M-V with the def2-TZVPD basis set).

Last column: Mulliken spin population.
Element x y z (Å)
O: -0.086 -1.428 0.249  0.17
O: 2.280 2.054 -1.073  0.03
C: -1.241 -1.397 -0.235  0.22
C: -1.969 -0.182 -0.306  0.50
C: 2.196 1.265 -0.277  -0.03
H: -1.759 -2.312 -0.552  0.02
H: -2.915 -0.063 -0.835  0.02
F: -1.645 0.769 0.514  0.08
V: 1.219 -0.326 0.953  2.99

Output
* total charge: +2
* energy relative to the best compared isomer or geometry (same formula, charge and spin): 0.000 eV
* E_HOMO (spin up / spin down): -0.715 / -0.808 Eh
* 2S+1: 5
* LUMO level (spin up / spin down): -11.130 / -11.788 eV

Entry 5:
Entry from the OMol25 dataset: one molecule with the formula C5H12N2O (ωB97M-V with the def2-TZVPD basis set).

Last column: Löwdin charge in e.
Element x y z (Å)
C: 1.710 -0.833 -1.874  -0.09
C: 1.423 -1.243 -0.425  -0.42
N: 2.632 -1.381 0.438  0.02
C: 0.418 -0.233 0.148  -0.19
N: -0.946 -0.725 0.531  -0.08
C: -1.784 0.407 0.934  -0.20
C: -1.792 1.664 0.057  -0.27
O: -2.146 2.743 0.443  0.06
H: 2.197 -1.433 -2.652  0.07
H: 2.568 -0.094 -1.890  0.09
H: 0.870 -0.303 -2.345  0.07
H: 0.955 -2.218 -0.523  0.12
H: 2.492 -1.039 1.401  0.07
H: 2.602 -2.395 0.681  0.08
H: 0.205 0.598 -0.584  0.10
H: 0.853 0.189 1.062  0.11
H: -1.312 -1.300 -0.214  0.10
H: -2.816 0.078 1.139  0.13
H: -1.468 0.638 2.013  0.14
H: -1.755 1.464 -1.022  0.12

Output
* energy relative to the best compared isomer or geometry (same formula, charge and spin): 2.999 eV
* E_HOMO: -0.333 Eh
* SMILES: C[C@@H](N)CNCC=O
* 2S+1: 1
* LUMO level: 0.921 eV

Entry 6:
Entry from the OMol25 dataset: an isolated ion of composition C25H16N3O and charge -1 (ωB97M-V with the def2-TZVPD basis set).

Last column: Löwdin charge in e.
Element x y z (Å)
N: 2.394 7.326 8.376  0.13
C: 1.868 7.142 7.347  -0.19
C: 1.234 6.874 6.085  -0.25
C: -0.129 6.555 6.039  -0.02
C: -0.709 6.181 4.829  -0.02
C: 0.052 6.158 3.663  -0.18
C: -0.575 5.630 2.362  -0.27
C: -0.270 6.523 1.211  -0.08
C: -1.203 6.682 0.157  -0.47
O: -2.263 6.019 0.071  -0.06
C: -0.921 7.735 -0.891  -0.14
C: -0.121 8.859 -0.633  -0.05
C: 0.029 9.862 -1.598  -0.11
C: -0.654 9.766 -2.817  -0.12
C: -1.469 8.649 -3.077  -0.10
C: -1.595 7.643 -2.120  -0.04
C: -0.121 4.183 2.161  -0.21
C: -0.515 3.402 3.342  -0.20
N: -0.755 2.776 4.298  0.16
C: -0.650 3.509 0.885  -0.17
C: 0.040 3.657 -0.323  -0.02
C: -0.505 3.145 -1.495  -0.02
C: -1.756 2.514 -1.466  -0.24
C: -2.375 2.090 -2.690  -0.19
N: -2.882 1.754 -3.690  0.13
C: -2.366 2.243 -0.241  -0.02
C: -1.820 2.748 0.941  -0.01
C: 1.378 6.592 3.679  -0.01
C: 1.970 6.952 4.899  -0.02
H: -0.734 6.591 6.949  0.12
H: -1.761 5.887 4.779  0.12
H: -1.673 5.626 2.468  0.15
H: 0.608 7.162 1.239  0.05
H: 0.367 8.941 0.339  0.10
H: 0.673 10.719 -1.384  0.09
H: -0.559 10.558 -3.563  0.09
H: -2.011 8.561 -4.020  0.09
H: -2.241 6.783 -2.308  0.11
H: 0.983 4.190 2.084  0.16
H: 0.994 4.195 -0.333  0.12
H: 0.030 3.249 -2.440  0.12
H: -3.280 1.652 -0.197  0.12
H: -2.308 2.564 1.901  0.11
H: 1.957 6.633 2.755  0.12
H: 3.007 7.296 4.924  0.12

Output
* total charge: -1
* E_HOMO: -0.139 Eh
* SMILES: N#Cc1ccc([C@@H](/C=C(\[O-])c2ccccc2)[C@@H](C#N)c2ccc(C#N)cc2)cc1
* 2S+1: 1
* LUMO level: 2.650 eV

Entry 7:
Entry from the OMol25 dataset: a 2-piece molecular cluster, C8H12Cl2Si overall (ωB97M-V with the def2-TZVPD basis set).

Last column: Löwdin charge in e.
Element x y z (Å)
C: -1.082 -0.884 -0.886  -0.02
C: 0.047 -0.552 -1.612  -0.27
C: -0.209 0.075 1.249  -0.11
C: 1.138 0.129 0.418  -0.22
C: -0.624 1.408 -0.568  -0.10
C: -1.271 0.173 0.122  -0.30
C: 0.621 0.637 -0.863  -0.11
C: 0.831 -1.296 -2.591  -0.05
Si: 4.149 1.455 1.117  -0.06
Cl: 4.786 3.193 0.027  0.08
Cl: 4.285 -0.206 -0.040  0.25
H: -1.811 -1.745 -1.062  0.13
H: -0.201 -0.956 1.774  0.14
H: -0.304 0.876 1.855  0.06
H: 1.746 0.853 0.890  -0.02
H: 1.781 -0.744 0.347  0.07
H: -1.306 1.617 -1.353  0.11
H: -0.570 2.247 0.008  0.09
H: -2.349 0.288 0.516  0.16
H: 1.891 -1.321 -2.435  0.07
H: 0.761 -0.661 -3.488  0.09
H: 0.283 -2.261 -2.784  0.10
H: 5.047 1.452 2.413  -0.09

Output
* energy relative to the best compared isomer or geometry (same formula, charge and spin): 5.102 eV
* E_HOMO (spin up / spin down): -0.290 / -0.304 Eh
* 2S+1: 1
* LUMO level (spin up / spin down): -1.497 / 0.017 eV

Entry 8:
Entry from the OMol25 dataset: a 2-piece molecular cluster, C2H2O3S overall (ωB97M-V with the def2-TZVPD basis set).

Last column: Löwdin charge in e.
Element x y z (Å)
C: 0.359 0.653 0.523  -0.22
C: 0.975 1.478 -0.594  0.03
O: -0.170 -2.298 -0.368  -0.42
O: -2.128 -1.093 0.332  -0.42
O: 0.046 0.486 1.643  0.09
S: -1.069 -1.996 0.700  0.87
H: 1.872 0.988 -1.050  0.05
H: 0.115 1.782 -1.186  0.02

Output
* energy relative to the best compared isomer or geometry (same formula, charge and spin): 3.099 eV
* E_HOMO (spin up / spin down): -0.344 / -0.344 Eh
* 2S+1: 1
* LUMO level (spin up / spin down): -1.115 / -1.115 eV